Computed, not measured: C16H23N4O3PPdS3 as an isolated structure, with the ωB97M-V functional and the def2-TZVPD basis.

ORCA input file:
```
! RIJCOSX wB97M-V def2-TZVPD def2/J DEFGRID3
* xyz -1 2
Pd 0.003 -1.003 1.148
C -1.850 2.923 2.594
C -2.744 1.732 2.864
O -2.342 0.640 2.029
P -1.532 -0.617 2.652
S -0.884 -3.118 1.347
S -0.262 -0.154 4.070
O -2.746 -1.460 3.279
C -3.844 -1.836 2.422
C -4.362 -3.173 2.890
H -2.166 3.781 3.193
H -1.891 3.192 1.538
H -0.820 2.672 2.844
H -3.785 1.949 2.613
H -2.695 1.439 3.915
H -3.498 -1.905 1.390
H -4.607 -1.055 2.494
H -3.576 -3.918 2.774
H -5.228 -3.470 2.294
H -4.658 -3.126 3.940
O 1.018 0.887 0.630
C 2.201 1.332 0.849
C 2.454 2.727 0.689
C 3.702 3.278 0.843
C 4.802 2.479 1.173
C 4.591 1.128 1.352
C 3.329 0.535 1.218
C 3.192 -0.894 1.479
N 2.244 -1.716 1.061
C 2.531 -2.961 1.574
C 3.678 -2.904 2.294
N 4.094 -1.590 2.223
H 1.598 3.340 0.434
H 3.834 4.345 0.703
H 5.792 2.903 1.276
H 5.447 0.498 1.578
H 1.839 -3.776 1.435
H 4.211 -3.644 2.863
H 4.848 -1.177 2.739
S -1.392 -0.452 -0.997
C -0.037 -1.198 -1.665
N 1.054 -0.528 -2.106
C 2.197 -1.436 -2.203
C 1.543 -2.829 -2.051
N 0.144 -2.522 -1.774
H 1.167 0.383 -1.677
H 2.905 -1.238 -1.398
H 2.702 -1.327 -3.163
H 1.977 -3.392 -1.225
H 1.633 -3.418 -2.966
H -0.383 -3.072 -1.081
*
```

Total energy   -2732.19872 Ha
E_LUMO (spin up / spin down)   2.8 / 2.1 eV
HOMO-LUMO gap (spin up / spin down)   6.64 / 5.90 eV
Molecular weight   552.98 Da
Energy above the lowest of the compared OMol25 structures with the same formula, charge and spin   50.11 kcal/mol

Computed, not measured: one molecule with the formula C18H25N2O3P in a non-equilibrium geometry, with the ωB97M-V functional and the def2-TZVPD basis.

ORCA input file:
```
! RIJCOSX wB97M-V def2-TZVPD def2/J DEFGRID3
* xyz 0 1
C -2.242 -3.971 0.514
H -1.252 -4.148 0.098
C -2.587 -2.485 0.484
C -3.951 -2.220 1.111
H -4.731 -2.738 0.557
H -3.966 -2.564 2.142
H -4.159 -1.154 1.101
C -2.546 -1.970 -0.955
H -3.374 -2.391 -1.535
H -1.600 -2.270 -1.422
O -2.698 -0.564 -1.058
P -1.875 0.493 -0.160
O -2.460 0.776 1.158
C -0.141 -0.003 -0.152
C 0.579 0.135 1.027
C 1.922 -0.163 1.072
C 2.602 -0.611 -0.075
C 1.858 -0.737 -1.262
C 0.516 -0.434 -1.298
H -0.032 -0.525 -2.225
H 2.334 -1.068 -2.171
N 3.933 -0.921 -0.035
C 4.697 -0.696 1.167
H 4.310 -1.298 1.994
H 5.732 -0.983 0.998
H 4.679 0.358 1.464
C 4.627 -1.316 -1.236
H 5.666 -1.534 -0.999
H 4.607 -0.525 -1.993
H 4.182 -2.219 -1.662
H 2.446 -0.041 2.005
H 0.061 0.482 1.909
H -1.828 -1.926 1.047
H -2.256 -4.339 1.536
H -2.967 -4.539 -0.066
C -1.982 1.972 -1.313
C -1.184 2.977 -0.551
N 0.099 3.031 -0.897
C 0.910 3.808 -0.199
C 0.491 4.564 0.881
C -0.850 4.508 1.240
C -1.708 3.703 0.514
H -2.753 3.621 0.761
H -1.217 5.083 2.078
H 1.190 5.178 1.427
H 1.942 3.811 -0.527
O -1.469 1.718 -2.581
H -0.515 1.892 -2.514
H -3.039 2.241 -1.398
*
```

Total energy   -1377.54612 Ha
E_LUMO   0.6 eV
HOMO-LUMO gap   8.52 eV
Molecular weight   348.38 Da
Energy above the lowest of the compared OMol25 structures with the same formula, charge and spin   0.00 kcal/mol
Structure (SMILES)   CC(C)CO[P@@](=O)(c1ccc(N(C)C)cc1)[C@H](O)c1ccccn1

Computed, not measured: one molecule with the formula C4H5ClOS in a non-equilibrium geometry, with the ωB97M-V functional and the def2-TZVPD basis.

ORCA input file:
```
! RIJCOSX wB97M-V def2-TZVPD def2/J DEFGRID3
* xyz 0 1
C 0.092 -1.889 0.141
C -0.128 -0.596 0.166
C 0.053 1.572 -1.207
C 1.135 -1.042 0.906
O -2.419 0.295 -1.016
S -1.037 0.794 -0.222
Cl -1.635 1.485 1.803
H -0.003 -2.639 -0.569
H -0.124 2.582 -1.559
H 1.086 1.277 -0.895
H 1.008 -1.021 2.029
H 1.972 -0.816 0.423
*
```

Total energy   -1088.76690 Ha
E_LUMO (spin up / spin down)   -1.5 / -1.5 eV
HOMO-LUMO gap (spin up / spin down)   7.87 / 7.87 eV
Molecular weight   136.60 Da
Energy above the lowest of the compared OMol25 structures with the same formula, charge and spin   158.00 kcal/mol
Structure (SMILES)   C=[S@](=O)(Cl)C1=CC1

Computed, not measured: one molecule with the formula C2H5BO in a non-equilibrium geometry, with the ωB97M-V functional and the def2-TZVPD basis.

ORCA input file:
```
! RIJCOSX wB97M-V def2-TZVPD def2/J DEFGRID3
* xyz 0 1
B 1.480 -0.841 0.688
C -1.302 0.690 -0.980
C -0.395 0.521 0.040
O 0.864 -0.068 -0.238
H 1.030 -0.932 1.804
H 2.441 -1.494 0.202
H -2.334 0.894 -0.589
H -1.165 0.496 -2.065
H -0.619 0.735 1.138
*
```

Total energy   -179.26395 Ha
E_LUMO   0.9 eV
HOMO-LUMO gap   10.60 eV
Molecular weight   55.87 Da
Energy above the lowest of the compared OMol25 structures with the same formula, charge and spin   44.21 kcal/mol
Structure (SMILES)   BOC=C

Computed, not measured: one molecule with the formula C7H9NO2 in a non-equilibrium geometry, with the ωB97M-V functional and the def2-TZVPD basis.

ORCA input file:
```
! RIJCOSX wB97M-V def2-TZVPD def2/J DEFGRID3
* xyz 0 1
C 1.616 -1.528 -1.552
C 1.420 -0.722 -0.252
C 0.112 -0.029 -0.040
C -0.148 0.743 1.057
C -1.498 1.322 1.152
C -2.100 0.918 -0.213
C -1.082 -0.024 -0.876
H 2.659 -1.862 -1.650
H 0.945 -2.411 -1.544
H 1.348 -0.907 -2.415
H 0.304 1.367 2.770
H -1.511 2.394 1.326
H -2.009 0.801 1.971
H -2.339 1.751 -0.877
H -3.045 0.383 -0.058
H -0.648 -1.223 -2.218
N -1.431 -0.645 -1.932
O 2.327 -0.833 0.527
O 0.722 0.850 2.044
*
```

Total energy   -477.34555 Ha
E_LUMO   0.4 eV
HOMO-LUMO gap   9.50 eV
Molecular weight   139.15 Da
Energy above the lowest of the compared OMol25 structures with the same formula, charge and spin   29.09 kcal/mol
Structure (SMILES)   [H]/N=C1/CCC(O)=C1C(C)=O

Computed, not measured: a 2-piece molecular cluster, C2H7NO2 overall, with the ωB97M-V functional and the def2-TZVPD basis.

ORCA input file:
```
! RIJCOSX wB97M-V def2-TZVPD def2/J DEFGRID3
* xyz 0 1
C 0.628 -1.493 -0.227
C 1.457 -0.242 -0.387
N 0.848 0.881 0.140
O 2.582 -0.235 -0.831
H 0.521 -1.634 0.844
H -0.357 -1.346 -0.663
H 1.097 -2.357 -0.691
H -0.117 1.045 -0.114
H 1.461 1.674 0.240
H -2.671 0.623 1.051
H -3.071 1.874 0.293
O -2.377 1.208 0.345
*
```

Total energy   -285.65607 Ha
E_LUMO   0.5 eV
HOMO-LUMO gap   10.01 eV
Molecular weight   77.08 Da
Energy above the lowest of the compared OMol25 structures with the same formula, charge and spin   9.87 kcal/mol
Structure (SMILES)   CC(N)=O.O